[1]
{"formula": "C38H17F15GeN4ORhS3", "method": "ωB97M-V/def2-TZVPD", "elements": ["Rh", "S", "C", "N", "C", "C", "C", "C", "C", "C", "S", "H", "H", "H", "H", "C", "C", "C", "C", "C", "N", "C", "O", "N", "C", "C", "C", "C", "N", "C", "C", "C", "H", "H", "H", "H", "H", "H", "H", "H", "H", "H", "H", "H", "H", "F", "C", "C", "C", "F", "C", "F", "C", "F", "C", "F", "Ge", "S", "C", "C", "F", "C", "F", "C", "F", "C", "F", "C", "F", "C", "C", "F", "C", "F", "C", "F", "C", "F", "C", "F"], "coordinates": [[0.07680, 0.12864, 0.19675], [0.43568, 0.95616, 2.45369], [0.44162, 2.36907, 1.50309], [0.41392, 2.14530, 0.22731], [0.37618, 3.31204, -0.55634], [0.32165, 3.39300, -1.94031], [0.29018, 4.65130, -2.51449], [0.31553, 5.80263, -1.72179], [0.37613, 5.71869, -0.34341], [0.40658, 4.45350, 0.23554], [0.47428, 4.02608, 1.93594], [0.30222, 2.48688, -2.53660], [0.24401, 4.74911, -3.59196], [0.28827, 6.77499, -2.19554], [0.39242, 6.61171, 0.27054], [4.02049, -3.43208, 4.22261], [4.78840, -2.47231, 3.34070], [4.40281, -1.14698, 3.19579], [5.11336, -0.26695, 2.38443], [6.21172, -0.71295, 1.67128], [6.94065, 0.13584, 0.78893], [6.53916, 1.23946, 0.08982], [7.30224, 2.11025, -0.26340], [5.18017, 1.33086, -0.23476], [4.23288, 0.31840, -0.34871], [4.55493, -0.98607, -0.71613], [3.56242, -1.94549, -0.75230], [2.26515, -1.59777, -0.44467], [1.96039, -0.32965, -0.13531], [2.90616, 0.61461, -0.09301], [6.64531, -2.01971, 1.84927], [5.94175, -2.88322, 2.67629], [3.06117, -3.01579, 4.52727], [4.58900, -3.66009, 5.12734], [3.84460, -4.37843, 3.70981], [3.54018, -0.77956, 3.74446], [4.82253, 0.77771, 2.33578], [7.93871, 0.00727, 0.74815], [4.91521, 2.26666, -0.49560], [5.57600, -1.24121, -0.97265], [3.78814, -2.96638, -1.03060], [1.46118, -2.31710, -0.44466], [2.60438, 1.61740, 0.16298], [7.53436, -2.36352, 1.32852], [6.29516, -3.90089, 2.80864], [-3.11540, -0.44083, -4.04120], [-3.81422, -1.55785, -3.80085], [-3.98018, -1.98615, -2.49130], [-4.67103, -3.17037, -2.28596], [-4.83112, -3.66550, -1.05588], [-5.20684, -3.88145, -3.33838], [-5.86212, -5.01521, -3.12668], [-5.04469, -3.41094, -4.62720], [-5.55643, -4.08680, -5.63980], [-4.34102, -2.24531, -4.86880], [-4.17180, -1.81754, -6.11369], [-3.16509, -0.93898, -1.10486], [-0.97573, -1.00790, -1.46820], [-3.74651, -1.49628, 0.67816], [-2.95109, -1.82292, 1.75955], [-1.61030, -1.86428, 1.64519], [-3.47597, -2.10869, 3.00261], [-2.67945, -2.40316, 4.02496], [-4.84521, -2.07810, 3.18056], [-5.36100, -2.35322, 4.36624], [-5.67655, -1.75124, 2.12643], [-6.99005, -1.71332, 2.30611], [-5.11450, -1.45623, 0.90430], [-5.93098, -1.10330, -0.10023], [-3.71005, 0.91794, -1.08850], [-3.10090, 1.69351, -0.13182], [-2.22419, 1.09371, 0.73848], [-3.35028, 3.03639, 0.02121], [-2.73989, 3.75114, 0.95994], [-4.26759, 3.63410, -0.82342], [-4.53115, 4.92342, -0.69779], [-4.91682, 2.88631, -1.78688], [-5.80466, 3.46874, -2.57845], [-4.63407, 1.53933, -1.91030], [-5.29720, 0.84956, -2.83626]], "relative_energy_kj_mol": 0.0, "charge": 1, "e_tot_ev": -180475.415, "e_lumo_ha": [-0.182, -0.182]}

---

[2]
{"formula": "C38H24BF9O2", "method": "ωB97M-V/def2-TZVPD", "elements": ["F", "C", "C", "C", "F", "C", "B", "C", "C", "F", "C", "C", "F", "C", "C", "F", "C", "C", "F", "C", "C", "F", "C", "C", "F", "C", "F", "C", "H", "H", "H", "H", "H", "H", "C", "O", "C", "C", "C", "C", "C", "C", "C", "C", "C", "O", "C", "C", "C", "C", "C", "C", "C", "C", "C", "C", "H", "H", "H", "H", "H", "H", "H", "H", "H", "H", "H", "H", "H", "H", "H", "H", "H", "H"], "coordinates": [[3.50571, -2.63965, -6.48675], [2.86125, -2.01777, -5.43442], [3.14114, -0.66702, -5.20452], [2.27481, 0.01136, -4.37749], [2.68136, 1.27861, -3.96645], [1.07107, -0.51003, -3.90277], [-0.07354, 0.41063, -3.50682], [0.17135, 1.86082, -3.01416], [0.80940, 2.37527, -1.87567], [1.55811, 1.52282, -1.10121], [0.78337, 3.72214, -1.52860], [0.25934, 4.60901, -2.47369], [0.38192, 5.95773, -2.25164], [-0.31133, 4.18449, -3.66444], [-0.35622, 2.82200, -3.89591], [-0.90021, 2.37104, -5.07907], [-1.55095, -0.04259, -3.59213], [-2.55618, 0.12912, -2.61050], [-2.20130, 0.66063, -1.38883], [-3.87761, -0.22819, -2.79069], [-4.24596, -0.73763, -4.02248], [-5.57200, -0.95394, -4.30770], [-3.31548, -0.96521, -5.04557], [-1.99738, -0.62141, -4.78518], [-1.08539, -0.84236, -5.79800], [0.98539, -1.91866, -4.00176], [0.05377, -2.58135, -3.23038], [1.83345, -2.68271, -4.78187], [4.00240, -0.16643, -5.64202], [1.15529, 4.08296, -0.57328], [-0.73313, 4.86906, -4.39597], [-4.61491, -0.13964, -1.98256], [-3.58360, -1.39439, -5.99739], [1.71089, -3.76149, -4.88404], [-5.44180, -3.52038, 2.62483], [-4.86402, -3.64877, 1.31904], [-3.61791, -3.11009, 1.22866], [-3.03290, -3.07671, -0.05884], [-1.81649, -2.46306, -0.21802], [-1.14788, -1.89202, 0.88851], [0.08610, -1.10689, 0.65500], [0.84768, -0.34505, 1.70208], [2.23308, -0.23083, 1.56928], [2.93808, 0.57972, 2.42805], [2.23118, 1.42112, 3.28686], [2.93103, 2.38628, 4.00882], [3.19316, 2.08084, 5.34406], [4.51573, 2.31911, 5.74053], [4.91432, 1.93010, 7.02073], [3.98036, 1.38885, 7.90621], [2.64694, 1.23764, 7.52310], [2.23823, 1.56770, 6.22081], [0.83421, 1.43492, 3.34517], [0.15828, 0.60360, 2.46957], [-1.72384, -1.94161, 2.15756], [-2.95686, -2.52948, 2.34140], [-6.39534, -4.03597, 2.55817], [-4.80449, -3.97975, 3.39308], [-5.58141, -2.46102, 2.88018], [-3.58949, -3.52366, -0.88134], [-1.40606, -2.33041, -1.22352], [-0.38502, -0.25662, 0.28697], [0.73675, -1.59509, -0.07974], [2.74513, -0.68817, 0.73629], [4.01817, 0.61813, 2.44810], [5.19393, 2.76471, 5.01284], [5.95972, 2.07162, 7.30814], [4.29582, 1.09238, 8.91394], [1.90153, 0.86722, 8.22515], [1.20856, 1.44530, 5.89213], [0.29469, 2.09727, 4.02856], [-0.90373, 0.77849, 2.26785], [-1.25923, -1.43497, 2.99281], [-3.44100, -2.51166, 3.33090]], "charge": 0, "e_tot_ev": -69022.194, "e_lumo_ha": -0.036, "smiles": "Fc1cc(F)c(B(c2c(F)cc(F)cc2F)c2c(F)cc(F)cc2F)c(F)c1.COc1ccc(Cc2ccc(Oc3ccccc3)cc2)cc1"}

---

[3]
{"formula": "C38H24BrF5NO4P2S2SeTi", "method": "ωB97M-V/def2-TZVPD", "elements": ["Ti", "O", "C", "O", "C", "C", "C", "C", "C", "N", "C", "O", "O", "H", "H", "H", "H", "S", "P", "C", "P", "S", "C", "C", "C", "C", "C", "C", "C", "C", "C", "C", "C", "C", "C", "C", "C", "C", "C", "C", "C", "C", "C", "C", "C", "C", "H", "H", "H", "H", "H", "H", "H", "H", "H", "H", "H", "H", "H", "H", "H", "H", "H", "H", "H", "H", "F", "C", "C", "F", "C", "F", "C", "Se", "C", "F", "C", "F", "Br"], "coordinates": [[-1.50339, -0.90405, 1.00127], [-0.06619, -4.23484, -0.76758], [-0.72070, -3.40277, 0.01257], [-0.81054, -2.14667, -0.27101], [-1.32422, -3.80955, 1.22036], [-1.34064, -5.05777, 1.88457], [-1.89877, -5.12206, 3.13172], [-2.42097, -3.96085, 3.77024], [-2.36753, -2.78483, 3.07590], [-1.88345, -2.73056, 1.83574], [-2.70622, -1.39307, 3.57183], [-3.25445, -1.17881, 4.62671], [-2.30435, -0.48667, 2.70601], [0.15281, -3.81881, -1.62991], [-0.90280, -5.92533, 1.41088], [-1.91374, -6.06889, 3.65797], [-2.81371, -3.97953, 4.77604], [0.75441, -1.53739, 2.80901], [0.73035, 0.40681, 2.35785], [-0.22159, 0.70910, 0.94684], [0.68552, 0.95944, -0.52635], [1.98065, -0.37967, -1.18341], [-0.54583, 1.36824, -1.81452], [-1.60210, 2.23214, -1.53638], [-2.50571, 2.57344, -2.52866], [-2.37688, 2.03199, -3.80158], [-1.34553, 1.14687, -4.07665], [-0.42820, 0.82226, -3.08662], [1.53637, 2.59068, -0.33726], [2.81730, 2.78868, -0.83357], [3.44327, 4.02229, -0.69657], [2.79216, 5.07037, -0.06394], [1.51019, 4.87858, 0.43927], [0.89008, 3.64654, 0.30446], [0.05299, 1.37315, 3.75420], [-1.00796, 2.24465, 3.56171], [-1.50492, 2.99142, 4.62411], [-0.94045, 2.86862, 5.88345], [0.11663, 1.98622, 6.08518], [0.60435, 1.23923, 5.02657], [2.45168, 1.04343, 2.31384], [3.48819, 0.21145, 1.90733], [4.78502, 0.70028, 1.82270], [5.05735, 2.02204, 2.14252], [4.02790, 2.86016, 2.55200], [2.73413, 2.37063, 2.63615], [-1.73694, 2.59939, -0.52680], [-3.33595, 3.22945, -2.29599], [-3.10228, 2.27253, -4.56991], [-1.27280, 0.67755, -5.04868], [0.35909, 0.10409, -3.27760], [3.31844, 1.95446, -1.31011], [4.44837, 4.15806, -1.07891], [3.28310, 6.03061, 0.04537], [0.99681, 5.68776, 0.94560], [-0.09500, 3.48393, 0.72510], [-1.45026, 2.31040, 2.57452], [-2.34398, 3.65765, 4.46579], [-1.33128, 3.44684, 6.71250], [0.55222, 1.87591, 7.07100], [1.41675, 0.53879, 5.18547], [3.26793, -0.81481, 1.64624], [5.58137, 0.04526, 1.49089], [6.06915, 2.40350, 2.06609], [4.22762, 3.89751, 2.79134], [1.93448, 3.03304, 2.94345], [-1.60452, -4.79135, -9.60321], [-1.51775, -4.42951, -8.30677], [-1.47178, -3.09763, -7.94481], [-1.51011, -2.15308, -8.90505], [-1.38441, -2.74126, -6.61117], [-1.33941, -1.42372, -6.36110], [-1.34081, -3.66691, -5.56551], [-1.25367, -3.14983, -3.74490], [-1.38603, -4.99855, -5.98414], [-1.34564, -5.99798, -5.08770], [-1.47268, -5.38374, -7.30973], [-1.51382, -6.68822, -7.64652], [-3.54670, -0.30672, -0.17977]], "relative_energy_kj_mol": 144.4, "charge": -2, "e_tot_ev": -261823.131, "e_lumo_ha": [0.150, 0.145], "spin_multiplicity": 2}

---

[4]
{"formula": "C38H25F12N5O5STm", "method": "ωB97M-V/def2-TZVPD", "elements": ["Tm", "C", "C", "C", "C", "C", "N", "C", "C", "C", "C", "C", "C", "C", "C", "O", "C", "F", "F", "F", "C", "F", "F", "F", "C", "C", "C", "O", "C", "F", "F", "F", "C", "F", "F", "F", "H", "H", "H", "H", "H", "H", "H", "H", "H", "H", "H", "H", "C", "C", "C", "C", "C", "C", "N", "N", "C", "C", "C", "C", "C", "N", "H", "H", "H", "H", "H", "H", "H", "H", "H", "O", "C", "N", "S", "O", "O", "C", "C", "C", "C", "C", "C", "H", "H", "H", "H"], "coordinates": [[-1.25577, -1.07896, -0.08931], [-1.87476, 4.75591, 4.23167], [-1.72576, 3.84689, 3.04783], [-1.00877, 4.24448, 1.92993], [-0.83715, 3.38252, 0.87308], [-1.31246, 2.06039, 0.88188], [-1.07881, 1.24795, -0.21454], [-0.01310, 1.40042, -1.01566], [2.22361, 2.67851, -1.23750], [2.63563, 2.36019, -2.62927], [1.90108, 1.87684, -3.63047], [2.45702, 1.77184, -5.02730], [0.56688, 1.35411, -3.49896], [-0.20505, 1.03260, -2.43312], [-1.50194, 0.24101, -2.78654], [-1.91203, -0.66862, -1.89512], [-1.34539, -0.55864, -4.12550], [-2.26384, -1.51136, -4.20159], [-0.15476, -1.15573, -4.24340], [-1.50135, 0.16972, -5.26773], [-2.67293, 1.25435, -2.99666], [-3.74502, 0.69450, -3.56553], [-2.36952, 2.32237, -3.77172], [-3.07762, 1.75412, -1.82674], [-2.13997, 1.69309, 1.97419], [-2.32157, 2.59229, 3.01818], [-2.83587, 0.32088, 2.01604], [-2.03534, -0.72102, 1.73493], [-4.05340, 0.32416, 0.99901], [-3.77042, -0.51561, -0.03372], [-4.32872, 1.51575, 0.46753], [-5.21606, -0.12296, 1.50035], [-3.43682, -0.02439, 3.41821], [-2.52965, 0.06761, 4.40069], [-3.86106, -1.29238, 3.43613], [-4.49332, 0.71649, 3.82783], [-1.89903, 5.79736, 3.91738], [-1.02869, 4.64468, 4.91184], [-2.78277, 4.53108, 4.78509], [-0.58098, 5.23660, 1.87843], [-0.32788, 3.73045, -0.01062], [3.10951, 2.49375, -0.61034], [3.65037, 2.68032, -2.83006], [3.47950, 2.14043, -5.07947], [1.83520, 2.34565, -5.71630], [2.43831, 0.73172, -5.35334], [0.16851, 1.13144, -4.47583], [-2.95071, 2.33649, 3.85496], [2.37304, -4.28543, 1.86130], [3.16708, -3.02494, 1.98673], [2.64061, -1.81474, 1.81523], [1.20783, -1.59550, 1.59399], [0.35661, -2.63963, 1.81292], [0.87774, -3.99751, 1.58856], [0.75944, -0.39173, 1.10233], [1.42660, 0.67192, 1.48752], [1.51048, 1.78573, 0.81811], [2.18481, 2.82363, 1.53931], [2.40126, 4.13319, 1.25217], [2.09743, 4.79346, 0.02285], [1.93381, 4.14931, -1.14317], [1.16489, 1.90467, -0.55269], [2.58414, -4.95723, 2.70142], [4.21503, -3.13759, 2.23151], [3.25269, -0.92367, 1.84723], [-0.71940, -2.49531, 1.88754], [0.23511, -4.78325, 1.99155], [2.47677, 2.48109, 2.52216], [2.81919, 4.74853, 2.03804], [2.00065, 5.87040, 0.05515], [1.64626, 4.66526, -2.04752], [2.38755, -2.41034, -0.91762], [1.31198, -2.96189, -0.76688], [0.15216, -2.54478, -1.29822], [-0.98570, -3.69385, -1.19907], [-1.92365, -3.27319, -0.15040], [-1.57563, -4.06611, -2.44702], [0.08199, -5.01252, -0.57299], [0.06103, -6.34583, -0.57213], [1.17801, -7.06136, 0.03706], [2.26859, -6.44939, 0.50955], [2.46629, -4.96749, 0.46932], [1.16574, -4.26045, 0.05850], [-0.74680, -6.90751, -1.01368], [1.10097, -8.13864, 0.08706], [3.07627, -7.02481, 0.94144], [3.35179, -4.69180, -0.11599]], "charge": -1, "e_tot_ev": -130476.975, "e_lumo_ha": [0.057, 0.057], "spin_multiplicity": 3}